(1)
Density functional theory data (the ωB97M-V functional and the def2-TZVPD basis) for a cluster of 2 separate species, C4H11N3O2 in total.

```
20
Properties=species:S:1:pos:R:3:forces:R:3:lowdin_spin:R:1
C -1.844845 -0.314653 -2.756013 -1.4 0.2 1.1 0.01
C -1.203506 0.226915 -0.445918 -0.6 1.2 -0.7 0.08
N -1.055189 1.146283 0.536532 0.4 0.1 1.4 0.69
N -2.009534 0.471910 -1.483438 1.7 -2.0 -0.8 0.13
N -0.476630 -0.891079 -0.327014 -1.0 0.8 0.0 0.05
H -1.281038 2.134007 0.405756 -0.4 -0.3 -0.7 0.02
H 2.667924 -2.154762 1.733197 0.2 0.2 -0.1 0.00
H -2.634598 1.252942 -1.554544 0.1 0.4 0.5 0.00
H 0.156434 -0.923782 0.466677 0.0 -0.4 0.1 0.00
H -0.902101 -1.727927 -0.692554 0.6 -0.3 0.0 0.00
H -1.403368 0.363250 -3.479340 -0.2 -0.2 -0.3 0.01
H -2.853149 -0.680120 -2.968518 0.3 0.2 -0.7 0.00
H -1.237167 -1.197274 -2.616795 0.3 0.2 0.1 0.00
C 1.611881 0.847610 1.926424 -0.7 0.2 0.4 0.01
C 2.628474 -0.205368 1.782893 0.0 -2.3 0.8 0.00
O 2.006231 -1.448168 1.713600 -0.4 0.4 -0.3 0.00
O 3.812165 -0.137588 1.794029 0.4 0.6 -0.2 0.00
H 0.653514 0.479282 2.292874 0.1 -0.4 -0.4 0.00
H 1.475003 1.257554 0.920356 0.1 0.7 0.5 0.00
H 1.889505 1.500966 2.751796 0.5 0.7 -0.7 0.00
```
Forces are in eV/Å.

Calculated values
spin multiplicity = 2
⟨S²⟩ = 0.76
net charge = +1
HOMO (spin up / spin down) = -13.6 / -13.6 eV
gap between HOMO and LUMO (spin up / spin down) = 10.4 / 5.9 eV

(2)
Density functional theory data (the ωB97M-V functional and the def2-TZVPD basis) for a cluster of 2 separate species, C4H11N3O2 in total.

```
20
Properties=species:S:1:pos:R:3:forces:R:3:lowdin_spin:R:1
C -1.100341 1.661992 -0.258086 -1.0 -1.0 -0.3 0.06
C 1.263307 1.949254 0.485106 -3.0 1.7 1.6 0.03
N 0.113037 1.153460 0.315356 3.1 0.5 -2.2 0.40
N 1.062825 3.307941 0.550344 -0.7 0.0 -0.4 0.01
N 2.340185 1.309227 0.697894 1.3 -1.8 0.2 0.45
H 0.491612 0.315164 -0.143999 -1.0 -0.6 0.7 0.00
H -0.927331 2.022474 -1.281743 0.3 0.5 0.3 0.03
H -1.610065 2.357230 0.393740 0.1 0.4 0.0 0.01
H 0.194620 3.558010 0.095946 0.0 0.3 -0.1 0.00
H 1.075703 3.789099 1.444229 0.8 -0.2 0.0 0.00
H 0.992724 -1.850051 -1.531961 -0.3 0.2 0.2 0.00
H 3.196456 1.820933 0.899558 -0.2 0.4 -0.2 0.01
H -1.760698 0.816463 -0.448447 0.0 -0.1 0.4 0.00
C -0.993471 -3.739076 0.068944 -1.0 0.5 0.4 0.00
C -0.583999 -2.426153 -0.512044 0.9 0.1 -0.8 0.00
O -1.143774 -1.353265 -0.542015 0.0 -0.4 0.1 0.00
O 0.695182 -2.571360 -0.961417 -0.2 -0.2 -0.1 0.00
H -0.465052 -3.691882 1.025264 0.1 -0.8 0.0 0.00
H -0.786182 -4.593170 -0.565194 0.8 0.1 0.1 0.00
H -2.054738 -3.836288 0.268525 -0.2 0.6 0.2 0.00
```
Forces are in eV/Å.

Calculated values
spin multiplicity = 2
⟨S²⟩ = 0.78
net charge = +1
HOMO (spin up / spin down) = -14.2 / -14.2 eV
gap between HOMO and LUMO (spin up / spin down) = 10.8 / 6.1 eV

(3)
Density functional theory data (the ωB97M-V functional and the def2-TZVPD basis) for a cluster of 2 separate species, C4H11N3O2 in total.

```
20
Properties=species:S:1:pos:R:3:forces:R:3:lowdin_spin:R:1
C 0.533052 3.285098 1.697160 -0.2 0.0 -1.4 0.00
C 0.010722 2.379680 0.617477 0.9 -1.6 -0.8 0.00
O -0.678341 1.364619 1.200459 -2.6 -2.2 1.1 0.04
O 0.309701 2.339371 -0.542273 -0.3 0.6 -0.1 0.01
H 1.507500 3.628525 1.359867 0.0 0.1 0.2 0.00
H 0.565016 2.728707 2.619105 -0.1 0.3 0.4 0.00
H -0.162811 4.117772 1.662707 0.0 0.3 0.7 0.00
C 0.571112 -3.109941 -0.387056 -0.6 0.7 1.9 0.01
C -0.531567 -1.028889 -1.000014 0.2 -0.3 -0.1 0.05
N -1.607981 -0.201414 -1.053058 -0.3 -0.1 -0.6 0.64
N -0.484124 -2.080308 -0.131815 0.9 0.9 -2.1 0.14
N 0.452175 -0.789270 -1.870597 -0.3 -0.1 1.0 0.06
H -2.416311 -0.639348 -0.610537 -0.1 0.0 0.4 0.02
H -1.400641 0.732685 0.806238 2.2 2.6 0.1 0.00
H -0.759092 -1.767588 0.780446 -0.4 -0.8 0.7 0.00
H 1.385635 -0.880204 -1.480600 0.1 -0.3 -0.7 0.00
H 0.296824 -0.081629 -2.578447 0.0 0.1 0.2 0.00
H 0.477073 -3.401060 -1.443201 0.6 0.1 0.6 0.00
H 0.440751 -3.917996 0.335542 -0.6 -0.2 -0.5 0.00
H 1.491309 -2.678811 0.018596 0.5 -0.1 -1.1 0.01
```
Forces are in eV/Å.

Calculated values
spin multiplicity = 2
⟨S²⟩ = 0.76
net charge = +1
HOMO (spin up / spin down) = -13.8 / -13.8 eV
gap between HOMO and LUMO (spin up / spin down) = 10.3 / 5.7 eV

(4)
Density functional theory data (the ωB97M-V functional and the def2-TZVPD basis) for the ion C4H11N4 with charge +1.

```
19
Properties=species:S:1:pos:R:3:forces:R:3:nbo_charge:R:1
C -1.680980 1.702361 -0.671271 0.0 0.0 0.0 -0.38
C -1.310185 1.907807 0.754668 0.0 0.0 0.0 -0.39
C -0.361247 1.172211 -0.156573 0.0 0.0 -0.1 -0.31
C -0.158412 -0.279789 0.014884 1.6 -0.1 1.5 0.14
N 1.261940 -1.786148 1.233736 -0.3 -0.6 1.1 -0.25
N 1.057604 -0.543274 1.195931 -1.8 0.8 -1.2 -0.30
N 0.481117 -0.936871 -1.055194 0.1 0.0 -0.4 -0.39
N 0.973124 -2.184876 -0.719222 0.2 -0.1 -0.4 -0.49
H -2.456308 0.992872 -0.908842 -0.1 -0.1 0.0 0.23
H -1.633305 2.542191 -1.345851 0.0 0.0 0.0 0.24
H -1.016663 2.893701 1.080057 0.1 0.0 0.0 0.24
H -1.830845 1.338957 1.507937 0.0 -0.1 0.0 0.23
H 0.526451 1.705700 -0.477572 0.0 0.0 0.0 0.23
H -0.995674 -0.847552 0.412072 0.0 0.0 0.1 0.23
H 2.225107 -2.068666 1.446353 0.2 0.3 -0.2 0.37
H 1.162162 -0.358474 -1.543477 -0.1 -0.2 0.1 0.40
H 1.706035 -2.524632 -1.337099 -0.3 0.1 -0.2 0.42
H 0.235853 -2.872734 -0.570425 0.2 0.2 -0.2 0.41
H 1.814228 0.147215 1.139887 0.2 -0.3 -0.1 0.36
```
Forces are in eV/Å.

Calculated values
net charge = +1
HOMO = -13.5 eV
gap between HOMO and LUMO = 9.7 eV

(5)
Density functional theory data (the ωB97M-V functional and the def2-TZVPD basis) for the ion C4H11N4 with charge +1.

```
19
Properties=species:S:1:pos:R:3:forces:R:3:nbo_charge:R:1
C -1.186256 -0.158897 -0.051951 -1.5 -2.0 2.2 -0.06
C 0.883224 0.418081 0.160877 -5.5 2.0 2.4 0.53
C 1.992390 0.697143 1.016313 1.4 1.7 0.2 -0.76
C -1.435694 2.233130 0.141564 0.2 2.7 -3.7 -0.47
N -0.964650 1.059701 0.727930 4.3 -2.7 -0.9 -0.34
N 0.186646 -0.566561 -0.279703 2.6 0.0 -0.1 -0.13
N -0.152144 -2.632500 -1.216424 -1.1 -0.5 0.8 -0.66
N 0.702578 -1.800474 -0.524607 1.4 -1.7 -0.7 -0.29
H -1.751541 -0.974231 0.548866 1.2 1.2 -0.6 0.24
H -1.735711 -0.121229 -0.935704 -0.7 0.6 -1.8 0.23
H 1.911065 0.177332 2.000083 0.0 0.2 -0.8 0.29
H 2.005716 1.835856 1.197358 0.0 -1.8 -0.2 0.30
H 2.923626 0.455570 0.488525 0.2 0.0 0.4 0.27
H -0.911035 2.574132 -0.917675 -1.4 -1.1 2.3 0.19
H -2.526046 2.202966 -0.039297 0.3 -0.5 -0.1 0.24
H -1.345158 3.117373 0.747534 0.5 0.1 0.7 0.23
H -0.457753 -3.321761 -0.549420 -0.4 -0.4 -0.1 0.37
H 0.116923 -3.109384 -2.069162 0.7 0.7 -0.1 0.39
H 1.743821 -2.086246 -0.445107 -2.3 1.6 0.1 0.43
```
Forces are in eV/Å.

Calculated values
net charge = +1
HOMO = -13.3 eV
gap between HOMO and LUMO = 8.7 eV

(6)
Density functional theory data (the ωB97M-V functional and the def2-TZVPD basis) for the ion C4H11N4 with charge +1.

```
19
Properties=species:S:1:pos:R:3:forces:R:3:nbo_charge:R:1
C -0.550682 -0.280686 -1.376090 -0.6 -0.2 2.0 0.45
C -0.251891 -1.288422 -0.243039 2.2 -1.5 -0.1 -0.34
C -0.767026 -0.344573 1.901159 3.8 -1.4 4.2 -0.45
C 1.898849 1.416371 0.173372 -1.4 -0.9 1.0 -0.38
N -0.154762 0.928401 -1.059636 -1.3 -1.7 -2.8 -0.37
N 0.198742 -0.380488 0.811381 0.0 -2.8 0.3 -0.29
N -1.073028 -0.640361 -2.540598 0.0 -0.3 0.5 -0.75
N 0.375586 0.865646 0.201177 0.9 2.5 1.2 -0.07
H -0.851073 -2.147652 0.304186 0.5 2.0 -2.0 0.28
H 0.688346 -1.810999 -0.662197 -1.4 0.4 0.5 0.25
H -1.614335 0.169752 1.678831 -2.7 1.8 -0.7 0.19
H -1.086095 -1.399826 2.253353 0.9 1.8 -0.8 0.26
H -0.160350 0.145061 2.832825 -1.9 -1.1 -2.0 0.23
H 1.852702 2.465949 0.470167 0.0 -0.2 -0.2 0.24
H 2.248932 0.786468 0.994769 0.8 0.4 -0.3 0.23
H 2.420829 1.266996 -0.803457 -1.0 -0.1 0.8 0.26
H -1.837782 -1.312356 -2.536021 0.5 0.2 -0.3 0.43
H -1.061451 0.119043 -3.173539 -0.6 0.5 -1.2 0.42
H -0.275512 1.441677 0.773359 1.3 0.7 -0.2 0.43
```
Forces are in eV/Å.

Calculated values
net charge = +1
HOMO = -13.9 eV
gap between HOMO and LUMO = 11.1 eV

Values of energy relative to the best compared isomer or geometry (same formula, charge and spin), in order: 37.6; 41.0; 53.4; 112.3; 174.5; 93.8, all in kcal per mole.